Record 1
The following is a quantum chemistry calculation of 8 unconnected molecules or ions with the total composition C19H36Br2Cl14NO, from the OMol25 dataset.

Cartesian coordinates (Å):
Br: -2.057179 2.411923 -0.190313
Br: 1.278466 2.477299 -0.112735
Cl: 3.997511 -1.031223 -0.164888
Cl: -5.188748 1.048036 4.791896
Cl: -2.373516 2.913984 4.199084
Cl: 2.287888 7.492081 2.837242
Cl: 0.458760 -1.664612 -5.041938
Cl: 3.330739 -3.540014 -2.399200
Cl: 5.788680 4.033765 1.070486
Cl: -1.886087 -5.843495 0.000052
Cl: -4.178387 -3.420161 -4.555318
Cl: -1.026917 -4.612272 -4.304800
Cl: 1.500099 4.211533 3.429202
Cl: -3.076484 -2.028237 -7.478357
Cl: -0.622282 -2.679236 -0.007293
Cl: 5.139879 1.090747 2.576061
O: -3.435749 -2.085684 0.626030
N: -1.731191 0.241485 1.648268
C: -3.660878 -0.682964 0.445954
C: -4.871057 2.724141 5.307799
C: 2.676923 4.831546 2.248669
C: 3.374729 6.073655 2.735216
C: 3.000421 -0.910314 -1.636856
C: -0.172783 -4.199824 -5.811683
C: 2.255090 -2.182339 -1.911560
C: -4.520728 -1.564896 -6.532195
C: -1.049901 1.102145 0.965922
C: 6.676420 1.982414 2.637279
C: -4.321871 -1.717600 -5.048104
C: 0.311644 1.233294 0.937047
C: -0.383030 -5.280690 0.781790
C: -4.044580 3.497808 4.311539
C: 0.999977 -3.291004 -5.550332
C: 1.213638 0.341912 1.732364
C: -3.154625 0.120639 1.640298
C: 6.445719 3.472624 2.630627
C: -0.497051 -3.872228 1.306540
H: -4.724161 -0.520815 -6.763041
H: 2.146739 4.999745 1.314889
H: 1.584252 -3.155679 -6.458845
H: -4.736659 -0.564269 0.295166
H: 7.280062 1.674645 1.786961
H: -5.187288 -1.302153 -4.534219
H: -1.366836 -3.748336 1.946809
H: 1.817265 0.888408 2.468328
H: 5.735829 3.754280 3.405916
H: -4.004143 4.538965 4.630986
H: 1.642980 -3.687878 -4.767833
H: -3.426671 -1.203380 -4.707110
H: 1.549265 -2.042615 -2.725717
H: 0.415034 -5.361482 0.047810
H: 3.649337 -0.605533 -2.453506
H: 3.797605 5.926151 3.726653
H: -5.346146 -2.178835 -6.882848
H: 1.698246 -2.483156 -1.030086
H: 4.169378 6.337649 2.040469
H: 7.184474 1.703010 3.559255
H: -2.476617 -2.172549 0.699960
H: 0.590703 -0.393607 2.241221
H: -4.475539 3.448579 3.313886
H: -3.435565 -0.458237 2.528376
H: 2.267914 -0.122155 -1.450705
H: 7.382286 4.002995 2.794075
H: 0.399520 -3.626380 1.874038
H: -3.687655 1.079993 1.713904
H: -5.839649 3.208047 5.425907
H: -0.181608 -5.959531 1.608806
H: -4.372051 2.679999 6.272759
H: 1.905237 -0.169126 1.061599
H: -3.129498 -0.356232 -0.452276
H: 0.174797 -5.134169 -6.249874
H: -0.890230 -3.732764 -6.483804
H: 3.405855 4.042174 2.088302

Cartesian forces (eV/Å) of the 2 atoms listed first:
Br -0.2 0.2 -0.2
Br 0.1 0.2 -0.3

The HOMO-LUMO gap comes out at 4.9 eV. Its charge is -1.

---

Record 2
The following is a quantum chemistry calculation of a molecular structure, C19H36DyN3O5P2 in a non-equilibrium geometry, from the OMol25 dataset.

Cartesian coordinates (Å):
Dy: -0.301698 0.253504 -0.540227
P: -2.633218 -1.197672 -0.299010
P: 2.371422 -0.482053 -1.422694
O: 1.180004 3.768351 4.400280
O: 1.357635 1.518484 -4.286560
O: 1.877663 3.479114 -0.113783
O: 0.413634 1.958068 -1.909592
O: -1.176718 0.698350 1.549052
N: 0.541328 1.943359 0.873508
N: -0.331782 -1.764476 -2.256524
N: 1.515807 3.606104 2.174883
C: -2.324122 1.271102 4.332405
C: -4.031633 -0.413672 -1.205350
C: 0.623516 0.765318 4.056514
C: -0.239152 1.529767 1.863262
C: 0.605894 -2.835630 -4.209510
C: 0.656017 -1.874288 -3.189739
C: -3.411693 -1.746153 1.252620
C: -1.353025 2.379344 3.952317
C: 1.984648 0.337633 3.513791
C: 1.370957 3.033006 0.921779
C: -0.017656 1.948312 3.305459
C: -1.301276 -2.708184 -2.266211
C: 0.929225 3.167543 3.363612
C: 3.674615 0.718880 -1.861219
C: -1.370341 -3.717742 -3.227645
C: -2.388891 -2.763043 -1.195971
C: -0.411448 -3.783093 -4.225360
C: 3.391631 -1.917921 -0.940718
C: 1.887156 -0.986304 -3.139549
H: -3.728068 -0.258122 -2.252408
H: -3.351487 -3.052041 -1.652208
H: -3.399073 -0.902987 1.956956
H: 2.742262 -1.569029 -3.542775
H: 2.794707 -2.835512 -1.017735
H: -0.075856 -0.081162 4.006971
H: 0.716986 1.053018 5.115422
H: -1.840391 3.091441 3.271201
H: -1.858197 0.541245 5.010487
H: 0.897838 1.856647 -3.455570
H: 1.758465 -0.045385 -3.790798
H: -2.190270 -4.422568 -3.158515
H: 3.391602 1.308486 -2.736954
H: -2.815713 -2.562869 1.681418
H: 4.625143 0.212647 -2.049624
H: -1.684814 1.621907 -1.171470
H: 2.129741 4.415991 2.230939
H: -1.099086 2.941831 4.864597
H: -2.715853 0.757848 3.444396
H: -4.186118 0.577163 -0.747705
H: 0.926036 2.558550 -1.279797
H: 1.939642 0.084170 2.442890
H: 4.295224 -1.992700 -1.562974
H: 3.670662 -1.767522 0.110585
H: -4.944181 -1.031708 -1.138555
H: -2.129038 -3.530971 -0.437536
H: 2.302489 -0.568289 4.052135
H: 3.791445 1.397113 -1.012253
H: -4.444555 -2.076025 1.073398
H: -0.459677 -4.543934 -4.999039
H: 1.403881 -2.835594 -4.949541
H: 2.742981 1.118575 3.681918
H: 0.729052 1.519779 -5.032103
H: -3.162545 1.735141 4.868394
H: -0.666970 2.037558 -1.629954
H: 0.805238 -0.938703 0.535986

Cartesian forces (eV/Å) of the 2 atoms listed first:
Dy 1.7 -1.4 -0.3
P -0.8 0.0 -0.1

The value obtained for the energy relative to the best compared isomer or geometry (same formula, charge and spin) is 0.0 kcal per mole. Its spin multiplicity is 6. The HOMO-LUMO gap (alpha / beta) comes out at 7.3 / 7.3 eV.

---

Record 3
The following is a quantum chemistry calculation of 3 unconnected molecules or ions with the total composition C19H37BN3O7, from the OMol25 dataset.

Cartesian coordinates (Å):
O: 3.290379 5.479424 -5.991429
O: -0.187220 3.097321 -4.589648
O: 3.336518 4.442209 -4.010533
O: -5.249629 -3.327984 4.533279
O: -0.777247 1.112452 -3.336292
O: -0.634585 0.259135 2.541453
O: 0.254856 0.047005 -1.664934
N: -0.851668 -2.244815 1.134103
N: -2.611834 -2.619220 5.475574
N: 3.989373 1.029389 -4.673734
C: 0.459871 -1.701930 1.489729
C: -2.308758 -4.356963 3.810978
C: 1.610261 0.757218 -3.429352
C: 0.294169 0.615401 -2.710536
C: 3.778582 1.766556 -3.564281
C: -1.869311 3.368656 -2.720488
C: -1.079892 3.934184 -1.510530
C: -4.454910 -4.279211 5.213123
C: 0.417119 -0.185669 1.712713
C: 3.094272 0.158062 -5.185071
C: 4.348588 4.157614 -3.047316
C: 1.879604 0.004711 -4.579501
C: 3.779195 4.676944 -5.274291
C: -5.401082 -3.539574 3.143657
C: 4.852882 2.698656 -3.103468
C: 2.560956 1.631636 -2.924050
C: -0.397915 0.177557 3.939338
C: 1.013091 -2.479144 2.679850
C: -2.946807 -4.010571 5.149635
B: -0.912804 2.520016 -3.601980
H: -1.170016 3.272830 -0.652252
H: 3.379585 -0.377128 -6.077273
H: -2.540508 -3.608003 3.054586
H: 0.286749 -2.541862 3.490200
H: 4.878592 1.135928 -5.146586
H: -2.931645 -2.402704 6.415006
H: -2.486999 -4.647666 5.911210
H: -0.683911 -0.793649 4.349203
H: 1.139494 -0.678753 -4.968067
H: -0.018456 4.040285 -1.746789
H: 4.615591 4.033919 -5.599547
H: -3.171702 -2.020729 4.873266
H: -1.224370 -4.384248 3.911692
H: -4.596950 -3.073102 2.567930
H: -1.012575 0.940854 4.414817
H: -6.343480 -3.081519 2.845664
H: 1.254185 -3.498903 2.380574
H: -4.686945 -5.291273 4.856352
H: -2.636562 -5.330226 3.441826
H: -1.450607 4.918354 -1.241187
H: -1.503161 -1.940155 1.852664
H: 0.242675 0.287144 0.744181
H: -1.185183 -1.803117 0.281935
H: -2.692323 2.735631 -2.395995
H: 0.652579 0.376897 4.173018
H: 0.289579 2.486415 -5.160285
H: 5.181736 4.851795 -3.134517
H: 1.130187 -1.874466 0.640417
H: 1.921526 -2.014776 3.069027
H: -4.768109 -4.224412 6.258749
H: -2.243476 4.180894 -3.341009
H: 1.382802 0.182049 2.090689
H: 3.886302 4.334979 -2.080077
H: 5.164761 2.393647 -2.104836
H: 5.724311 2.618078 -3.753594
H: 2.378968 2.214750 -2.032492
H: -5.438698 -4.606827 2.905503

Cartesian forces (eV/Å) of the 2 atoms listed first:
O -0.3 -0.1 -0.1
O 0.1 -0.2 0.0

The HOMO-LUMO gap comes out at 5.5 eV. Its charge is +1.